Record 1
A cluster of 2 separate species, C2Cl3NOS in total. Source: OMol25; level of theory: the ωB97M-V functional and the def2-TZVPD basis.

Computed properties:
E_HOMO = -8.64 eV
2S+1 = 1

Geometry as XYZ:
```
8
Properties=species:S:1:pos:R:3:nbo_charge:R:1
C -1.701 0.410 -0.952 0.403
C 1.518 -0.683 -0.286 0.193
S 1.959 -1.231 2.335 0.051
N 1.624 -0.995 0.849 -0.416
Cl -2.196 1.974 -1.434 0.040
Cl 0.869 -0.486 -1.778 0.181
O -1.875 -0.547 -1.625 -0.492
Cl -1.187 0.368 0.690 0.040
```

Record 2
A cluster of 2 separate species, C2Cl4N2 in total. Source: OMol25; level of theory: the ωB97M-V functional and the def2-TZVPD basis.

Computed properties:
E_HOMO = -8.78 eV
2S+1 = 1

Geometry as XYZ:
```
8
Properties=species:S:1:pos:R:3:nbo_charge:R:1
Cl 0.100 0.445 -2.733 0.063
N 0.428 0.366 1.264 -0.010
Cl 1.819 -1.329 2.663 0.011
C -1.086 1.192 -1.764 -0.145
Cl 0.213 -1.972 0.145 0.046
N 0.178 1.480 1.229 0.080
Cl -2.653 0.616 -1.955 0.084
C 1.002 -0.798 1.151 -0.129
```

Record 3
A cluster of 2 separate species, C2Cl5N in total. Source: OMol25; level of theory: the ωB97M-V functional and the def2-TZVPD basis.

Computed properties:
E_HOMO (spin up / spin down) = -9.01 / -9.81 eV
2S+1 = 1

Geometry as XYZ:
```
8
Properties=species:S:1:pos:R:3:nbo_charge:R:1
Cl -1.609 -0.041 -1.691 0.169
Cl -1.852 -1.164 0.937 0.115
Cl 2.515 1.570 1.481 0.033
Cl -0.002 2.375 0.111 -0.084
Cl -0.205 -2.386 -1.254 0.165
N 0.988 -0.255 0.381 -0.410
C -0.968 -1.070 -0.563 -0.126
C 1.133 0.971 0.596 0.137
```

Record 4
A cluster of 2 separate species, C2Cl8 in total. Source: OMol25; level of theory: the ωB97M-V functional and the def2-TZVPD basis.

Computed properties:
E_HOMO = -11.08 eV
2S+1 = 1

Geometry as XYZ:
```
10
Properties=species:S:1:pos:R:3:nbo_charge:R:1
Cl 0.877 -3.381 0.293 0.054
Cl 2.694 -1.437 -0.742 0.058
C -1.183 2.290 1.065 -0.229
Cl 0.166 2.688 -0.010 0.053
Cl -0.960 3.066 2.623 0.067
Cl -0.149 -1.132 -1.180 0.056
Cl -1.257 0.539 1.285 0.059
Cl 1.310 -3.188 -2.574 0.059
Cl -2.683 2.844 0.301 0.052
C 1.185 -2.290 -1.060 -0.228
```

Record 5
A cluster of 2 separate species, C2ClF2NO3 in total. Source: OMol25; level of theory: the ωB97M-V functional and the def2-TZVPD basis.

Computed properties:
E_HOMO (spin up / spin down) = -10.43 / -10.43 eV
2S+1 = 1

Geometry as XYZ:
```
9
Properties=species:S:1:pos:R:3:nbo_charge:R:1
Cl -3.383 -0.895 -0.117 -0.133
C 1.906 -0.487 -0.056 0.864
F 3.200 -0.288 0.001 -0.239
O 0.981 1.583 -0.318 -0.147
N 1.003 0.406 -0.105 0.201
F 1.585 -1.749 0.145 -0.247
C -2.022 0.319 0.137 0.786
O -0.961 -0.338 0.005 -0.525
O -2.310 1.449 0.308 -0.560
```

Record 6
A structure of composition C2ClF2OS. Source: OMol25; level of theory: the ωB97M-V functional and the def2-TZVPD basis.

Computed properties:
E_HOMO = -3.71 eV
Charge = -1
2S+1 = 1

Geometry as XYZ:
```
7
Properties=species:S:1:pos:R:3:nbo_charge:R:1
Cl -1.602 -0.446 -1.207 -0.194
O 1.098 1.244 -1.046 -0.611
C -0.711 -0.069 0.352 0.546
F -0.739 -1.166 1.096 -0.332
F -1.240 1.030 0.889 -0.346
C 1.084 0.289 -0.363 0.354
S 2.110 -0.883 0.278 -0.418
```

Calculated ΔE to the lowest compared entry with this formula, charge and spin, 0.154; 5.247; 0.020; 0.026; 2.289; 0.930 eV (same order as the records).